1.
ORCA calculation (ωB97M-V/def2-TZVPD) on a 3-piece molecular cluster, C18H33BClF7N2O7P overall.

Each atom is followed by the atoms it is bonded to, with distances in Å.
Atoms and positions in Å:
1 C 2.44214 4.29533 1.95670  C2 1.505, H20 1.092, H21 1.090, H22 1.090
2 C 0.96664 4.28925 1.65887  C1 1.505, N3 1.276, C4 1.503
3 N 0.35093 5.40386 1.73851  C2 1.276, H23 1.021
4 C 0.28927 2.97938 1.36757  C2 1.503, P5 1.904, H24 1.090, H25 1.094
5 P 0.86788 1.82782 -0.03370  C4 1.904, Cl6 2.342, C7 1.908, O11 1.740, O19 1.731, H26 1.422
6 Cl -1.11491 2.28683 -1.19316  P5 2.342
7 C 0.19547 0.25993 0.82094  P5 1.908, C8 1.526, H27 1.096, H28 1.094
8 C -1.27677 -0.14137 0.82513  C7 1.526, C9 1.508, H29 1.093, H30 1.099
9 C -2.20072 0.72727 1.64079  C8 1.508, F10 1.412, H31 1.095, H32 1.088
10 F -1.75429 0.81580 2.97739  C9 1.412
11 O 1.61778 3.18202 -0.82930  P5 1.740, C12 1.401
12 C 2.86531 2.74587 -1.29563  O11 1.401, C13 1.547, H33 1.094, H34 1.098
13 C 3.48511 1.90407 -0.15548  C12 1.547, B14 1.594, O19 1.427, H35 1.100
14 B 4.27759 0.58102 -0.55650  C13 1.594, O15 1.375, N16 1.487
15 O 4.11509 0.06031 -1.81848  B14 1.375, H36 0.961
16 N 5.19331 -0.10711 0.39144  B14 1.487, C17 1.473, C18 1.457
17 C 4.50870 -0.72556 1.54028  N16 1.473, H37 1.094, H38 1.093, H39 1.094
18 C 6.27035 0.77590 0.82056  N16 1.457, H40 1.094, H41 1.094, H42 1.102
19 O 2.40714 1.46793 0.67127  P5 1.731, C13 1.427
20 H 2.75102 3.40056 2.50046  C1 1.092
21 H 2.98752 4.30827 1.01332  C1 1.090
22 H 2.68901 5.19462 2.52127  C1 1.090
23 H -0.63135 5.26639 1.49496  N3 1.021
24 H -0.75146 3.21407 1.14614  C4 1.090
25 H 0.32282 2.36941 2.27541  C4 1.094
26 H 1.14909 1.06385 -1.19975  P5 1.422
27 H 0.75109 -0.52902 0.30190  C7 1.096
28 H 0.56161 0.27014 1.85213  C7 1.094
29 H -1.66917 -0.17385 -0.19413  C8 1.093
30 H -1.35990 -1.15997 1.22871  C8 1.099
31 H -3.20042 0.28314 1.69166  C9 1.095
32 H -2.27095 1.73909 1.24667  C9 1.088
33 H 3.49574 3.60678 -1.53592  C12 1.094
34 H 2.75478 2.14759 -2.20993  C12 1.098
35 H 4.12297 2.56660 0.44797  C13 1.100
36 H 3.84791 -0.86248 -1.85469  O15 0.961
37 H 3.57377 -0.21877 1.79840  C17 1.094
38 H 5.15876 -0.69444 2.41865  C17 1.093
39 H 4.29096 -1.77764 1.33252  C17 1.094
40 H 7.05352 0.18513 1.30514  C18 1.094
41 H 6.72120 1.26546 -0.04739  C18 1.094
42 H 5.95153 1.56221 1.52299  C18 1.102
43 C 1.27709 -1.68924 -5.84709  C44 1.511, H52 1.090, H53 1.090, H54 1.089
44 C 0.52941 -2.85797 -5.24909  C43 1.511, O45 1.453, H55 1.087, H56 1.089
45 O 1.42366 -3.72066 -4.49545  C44 1.453, C46 1.324
46 C 1.70306 -3.30315 -3.27081  O45 1.324, O47 1.194, C48 1.549
47 O 1.30533 -2.31768 -2.72729  C46 1.194
48 C 2.64315 -4.30359 -2.55367  C46 1.549, F49 1.337, F50 1.341, F51 1.327
49 F 3.65503 -4.69072 -3.33701  C48 1.337
50 F 1.96276 -5.39800 -2.18405  C48 1.341
51 F 3.13986 -3.72524 -1.46802  C48 1.327
52 H 2.09937 -2.03958 -6.47146  C43 1.090
53 H 0.59677 -1.10243 -6.46476  C43 1.090
54 H 1.67356 -1.04085 -5.06739  C43 1.089
55 H 0.11441 -3.51159 -6.01253  C44 1.087
56 H -0.26892 -2.52497 -4.58759  C44 1.089
57 C -5.75673 -0.80579 3.13011  C58 1.509, H66 1.090, H67 1.090, H68 1.089
58 C -7.09317 -1.39276 3.51185  C57 1.509, O59 1.454, H69 1.087, H70 1.089
59 O -8.01331 -1.38910 2.38624  C58 1.454, C60 1.320
60 C -7.90521 -2.39859 1.54338  O59 1.320, O61 1.196, C62 1.549
61 O -7.15785 -3.33001 1.59960  C60 1.196
62 C -8.96977 -2.26039 0.42603  C60 1.549, F63 1.334, F64 1.344, F65 1.328
63 F -9.03285 -1.01730 -0.05388  C62 1.334
64 F -10.17932 -2.57586 0.92112  C62 1.344
65 F -8.70455 -3.08784 -0.57765  C62 1.328
66 H -5.87678 0.20152 2.73220  C57 1.090
67 H -5.11868 -0.75150 4.01245  C57 1.090
68 H -5.25283 -1.41755 2.38297  C57 1.089
69 H -7.59863 -0.78986 4.26232  C58 1.087
70 H -7.00096 -2.41503 3.87580  C58 1.089

As for the total energy: -2867.47506 hartree. The largest force on an atom is 0.017 hartree/bohr. As for the gap between HOMO and LUMO: 7.308 eV. Its charge is -1. The LUMO energy comes out at 2.24 eV. As for the spin multiplicity: 1.

Atom charges from the Mulliken analysis, given in e for atoms 1 to 4: number 1, C, carries -0.925; number 2, C, carries 0.714; number 3, N, carries -0.925; number 4, C, carries -0.734


2.
ORCA calculation (ωB97M-V/def2-TZVPD) on a 4-piece molecular cluster, C18H33BN3O5S2 overall.

Each atom is followed by the atoms it is bonded to, with distances in Å.
Atoms and positions in Å:
1 C 0.74298 1.37085 0.12684  B2 1.589, H15 1.123, H16 1.126, H17 1.120
2 B 0.01729 0.46008 -0.95460  C1 1.589, O3 1.396, S4 1.895
3 O -0.44076 1.04538 -2.13673  B2 1.396, H18 0.985
4 S -0.28764 -1.39971 -0.75832  B2 1.895, S5 2.101, C6 1.838
5 S -1.75686 -1.89568 -2.17644  S4 2.101, H19 1.378
6 C -0.98970 -1.80015 0.89291  S4 1.838, C7 1.567, H20 1.128, H21 1.122
7 C -1.98568 -0.73810 1.47240  C6 1.567, O8 1.206, C9 1.546
8 O -1.94928 -0.55527 2.66385  C7 1.206
9 C -3.03282 0.05223 0.65474  C7 1.546, C10 1.466, C14 1.464
10 C -4.23085 -0.52971 0.04113  C9 1.466, C11 1.457, H22 1.111
11 C -5.15438 0.34876 -0.66486  C10 1.457, C12 1.452, H23 1.113
12 C -4.95460 1.78051 -0.79738  C11 1.452, C13 1.456, H24 1.115
13 C -3.75820 2.36947 -0.21256  C12 1.456, C14 1.449, H25 1.113
14 C -2.84898 1.49714 0.50252  C9 1.464, C13 1.449, H26 1.114
15 H 0.97821 2.34367 -0.38339  C1 1.123
16 H 1.70549 0.91956 0.49908  C1 1.126
17 H 0.12701 1.60845 1.03165  C1 1.120
18 H -1.42475 1.09551 -2.14377  O3 0.985
19 H -2.74741 -0.94125 -2.10236  S5 1.378
20 H -0.12387 -1.85191 1.61402  C6 1.128
21 H -1.42990 -2.83119 0.84184  C6 1.122
22 H -4.44040 -1.61817 0.10905  C10 1.111
23 H -6.07804 -0.08766 -1.10650  C11 1.113
24 H -5.67951 2.44056 -1.32795  C12 1.115
25 H -3.54090 3.45653 -0.30798  C13 1.113
26 H -1.94079 1.95490 0.95728  C14 1.114
27 C 5.08725 0.45786 0.50710  O28 1.222, N29 1.353, H32 1.101
28 O 4.31302 0.53322 -0.43561  C27 1.222
29 N 5.19365 1.35985 1.51008  C27 1.353, C30 1.451, C31 1.451
30 C 6.14181 1.19601 2.59652  N29 1.451, H33 1.092, H34 1.092, H35 1.089
31 C 4.33280 2.52790 1.49840  N29 1.451, H36 1.092, H37 1.092, H38 1.088
32 H 5.78602 -0.38670 0.61330  C27 1.101
33 H 5.59935 1.15315 3.54325  C30 1.092
34 H 6.82508 2.04800 2.60826  C30 1.092
35 H 6.71732 0.27941 2.47455  C30 1.089
36 H 3.29088 2.20270 1.51266  C31 1.092
37 H 4.51102 3.09282 0.58113  C31 1.092
38 H 4.53192 3.15906 2.36249  C31 1.088
39 C -2.93844 0.48888 -4.78423  O40 1.229, N41 1.342, H44 1.100
40 O -3.08536 0.36417 -3.57081  C39 1.229
41 N -2.56956 1.61865 -5.40768  C39 1.342, C42 1.452, C43 1.454
42 C -2.41755 1.68805 -6.85030  N41 1.452, H45 1.092, H46 1.092, H47 1.089
43 C -2.31429 2.81052 -4.61560  N41 1.454, H48 1.091, H49 1.092, H50 1.088
44 H -3.10640 -0.35062 -5.47483  C39 1.100
45 H -1.39026 1.96944 -7.08903  C42 1.092
46 H -3.10131 2.44088 -7.24673  C42 1.092
47 H -2.63997 0.72653 -7.31132  C42 1.089
48 H -1.51313 2.60531 -3.90340  C43 1.091
49 H -3.21670 3.07334 -4.05972  C43 1.092
50 H -2.02682 3.63914 -5.25946  C43 1.088
51 C 3.40687 -3.63438 4.06296  O52 1.215, N53 1.357, H56 1.102
52 O 3.89492 -2.53230 4.21816  C51 1.215
53 N 2.08294 -3.91902 4.14348  C51 1.357, C54 1.450, C55 1.451
54 C 1.56727 -5.25951 3.94482  N53 1.450, H57 1.093, H58 1.092, H59 1.089
55 C 1.15588 -2.84291 4.43853  N53 1.451, H60 1.093, H61 1.091, H62 1.089
56 H 4.02649 -4.51721 3.83534  C51 1.102
57 H 0.86820 -5.25585 3.10436  C54 1.093
58 H 1.04498 -5.58181 4.84828  C54 1.092
59 H 2.37521 -5.95865 3.73233  C54 1.089
60 H 1.24307 -2.07461 3.66560  C55 1.093
61 H 1.41487 -2.39939 5.40137  C55 1.091
62 H 0.13331 -3.21670 4.47127  C55 1.089

As for the total energy: -2067.13664 hartree. The largest force on an atom is 0.061 hartree/bohr. As for the gap between HOMO and LUMO: 7.463 eV. Its charge is +1. The LUMO energy comes out at -3.70 eV. As for the spin multiplicity: 1.

Atom charges from the Mulliken analysis, given in e for atoms 1 to 4: number 1, C, carries -0.586; number 2, B, carries 0.407; number 3, O, carries -0.420; number 4, S, carries 0.063


3.
ORCA calculation (ωB97M-V/def2-TZVPD) on a 2-piece molecular cluster, C18H33BrN5O3 overall.

Each atom is followed by the atoms it is bonded to, with distances in Å.
Atoms and positions in Å:
1 C 2.35316 -4.50589 -0.31276  C2 1.519, H17 1.081, H18 1.079, H19 1.082
2 C 2.38937 -4.61710 -1.82768  C1 1.519, O3 1.426, H20 1.089, H21 1.087
3 O 3.48234 -3.84008 -2.31243  C2 1.426, C4 1.407
4 C 3.45473 -3.64002 -3.70494  O3 1.407, C5 1.560, H22 1.086, H23 1.089
5 C 3.61140 -2.13262 -4.07469  C4 1.560, O6 1.414, H24 1.080, H25 1.086
6 O 3.42767 -1.23576 -2.99689  C5 1.414, C7 1.351
7 C 2.13005 -0.96687 -2.73531  O6 1.351, N8 1.310, N16 1.307
8 N 1.47304 -0.31565 -3.66274  C7 1.310, N9 1.322
9 N 0.19668 -0.07292 -3.41899  N8 1.322, C10 1.320
10 C -0.28513 -0.50247 -2.26802  N9 1.320, C11 1.481, N15 1.322
11 C -1.72794 -0.27696 -2.02361  C10 1.481, C12 1.546, H26 1.077, H27 1.080
12 C -2.53805 -1.14413 -3.01386  C11 1.546, C13 1.521, H28 1.079, H29 1.081
13 C -3.26203 -2.26981 -2.29089  C12 1.521, Br14 1.978, H30 1.078, H31 1.078
14 Br -3.42736 -3.83191 -3.49280  C13 1.978
15 N 0.40366 -1.12095 -1.32417  C10 1.322, N16 1.324
16 N 1.68082 -1.36527 -1.57430  C7 1.307, N15 1.324
17 H 1.33689 -4.33150 0.01270  C1 1.081
18 H 2.89928 -3.61297 -0.05205  C1 1.079
19 H 2.78633 -5.37103 0.17148  C1 1.082
20 H 2.45188 -5.65118 -2.16321  C2 1.089
21 H 1.47486 -4.16047 -2.19694  C2 1.087
22 H 2.53281 -4.00238 -4.14900  C4 1.086
23 H 4.26738 -4.20179 -4.16313  C4 1.089
24 H 4.60839 -1.97687 -4.46070  C5 1.080
25 H 2.93853 -1.92233 -4.90125  C5 1.086
26 H -1.93483 0.76444 -2.20641  C11 1.077
27 H -1.96067 -0.50982 -0.99474  C11 1.080
28 H -1.88204 -1.59421 -3.74225  C12 1.079
29 H -3.27897 -0.55130 -3.53126  C12 1.081
30 H -4.27291 -2.02657 -2.00704  C13 1.078
31 H -2.72775 -2.62119 -1.42269  C13 1.078
32 C 1.24433 2.26496 1.42028  C33 1.542, H43 1.092, H44 1.100, H45 1.091
33 C 0.12292 1.67483 2.29853  C32 1.542, C34 1.536, N38 1.468, C42 1.524
34 C 0.36588 2.08109 3.75956  C33 1.536, C35 1.531, H46 1.093, H47 1.096
35 C 0.09144 3.55373 4.07412  C34 1.531, C36 1.535, H48 1.094, H49 1.094
36 C -0.97880 4.16547 3.15899  C35 1.535, C37 1.535, H50 1.095, H51 1.094
37 C -1.92802 3.14300 2.51837  C36 1.535, N38 1.445, C40 1.528, C41 1.540
38 N -1.14370 2.19059 1.76612  C33 1.468, C37 1.445, O39 1.400
39 O -1.93308 1.22573 1.12859  N38 1.400
40 C -2.80665 3.91047 1.53089  C37 1.528, H52 1.092, H53 1.097, H54 1.090
41 C -2.84443 2.52949 3.59314  C37 1.540, H55 1.097, H56 1.092, H57 1.090
42 C 0.24061 0.15678 2.23952  C33 1.524, H58 1.096, H59 1.088, H60 1.091
43 H 1.10388 1.95857 0.38198  C32 1.092
44 H 2.23910 1.92268 1.74257  C32 1.100
45 H 1.24094 3.35602 1.44975  C32 1.091
46 H -0.26667 1.46520 4.40469  C34 1.093
47 H 1.39496 1.83302 4.04449  C34 1.096
48 H -0.22193 3.63653 5.11950  C35 1.094
49 H 1.01344 4.13745 3.99482  C35 1.094
50 H -1.55199 4.91041 3.72121  C36 1.095
51 H -0.48473 4.72149 2.35633  C36 1.094
52 H -2.19992 4.31299 0.71767  C40 1.092
53 H -3.30951 4.74828 2.03041  C40 1.097
54 H -3.57147 3.26509 1.10006  C40 1.090
55 H -3.42157 3.31191 4.10140  C41 1.097
56 H -2.28726 1.98563 4.35836  C41 1.092
57 H -3.55300 1.83642 3.13913  C41 1.090
58 H 1.22493 -0.15083 2.61149  C42 1.096
59 H 0.13893 -0.21569 1.22216  C42 1.088
60 H -0.52020 -0.32371 2.85641  C42 1.091

As for the total energy: -3779.02532 hartree. The largest force on an atom is 0.027 hartree/bohr. As for the gap between HOMO and LUMO: 2.998 eV. Its charge is -1. The LUMO energy comes out at 1.52 eV. As for the spin multiplicity: 1.

Atom charges from the Mulliken analysis, given in e for atoms 1 to 4: number 1, C, carries -1.256; number 2, C, carries -0.078; number 3, O, carries -0.385; number 4, C, carries -0.617


> What is the charge in the first record?

-1


> Which formula does entry 1 have?

C18H33BClF7N2O7P


> Which value of gap between HOMO and LUMO does entry 1 give?

7.308 eV


> Among the records above, which one has the highest gap between HOMO and LUMO?

C18H33BN3O5S2